The following is a DFT calculation (wB97M-V/def2-TZVPD) of a molecular structure, C32H41FeN4O4S2Si at a distorted geometry.

Each line ends with the Löwdin spin population.
Positions of all 85 atoms, in Å:
Fe  0.3070  0.1408  -0.4412  3.676
C  3.6093  -4.9004  0.0185  0.005
S  1.9513  -4.7388  -0.6900  0.008
C  1.7316  -2.9971  -0.6457  0.043
S  1.7163  -2.1551  0.9325  0.033
N  1.6228  -2.3519  -1.7628  0.011
N  1.3748  -1.0738  -1.7439  0.027
C  1.5120  -0.4245  -2.9824  0.017
C  1.3615  0.9267  -3.0010  -0.006
C  1.4801  1.7707  -4.1755  0.009
C  1.3329  3.1082  -4.0773  -0.008
C  1.0540  3.7140  -2.8056  0.010
C  0.9359  2.8740  -1.7318  0.002
N  1.0737  1.5422  -1.7705  0.029
H  3.7751  -5.9534  0.2408  0.000
H  3.6628  -4.3238  0.9422  0.001
H  4.3641  -4.5481  -0.6833  0.000
H  1.7880  -0.9983  -3.8592  0.001
H  1.6901  1.2979  -5.1281  0.001
H  1.4281  3.7300  -4.9610  -0.001
H  0.9233  4.7804  -2.6961  0.001
H  0.7069  3.2859  -0.7505  0.000
C  -3.4175  0.7826  1.5609  0.001
C  -2.6185  -0.1534  0.6622  0.007
O  -3.2286  -0.9603  -0.0515  0.007
O  -1.3536  -0.0330  0.7441  0.042
H  -4.4701  0.7588  1.2873  0.000
H  -3.0279  1.7975  1.4765  0.000
H  -3.2994  0.4707  2.5987  0.000
O  -1.2732  0.1835  -1.9653  0.029
C  -2.3568  -0.2030  -2.3740  0.007
C  -2.5396  -1.6149  -2.8632  0.001
C  -2.5397  -1.5486  -4.4079  0.000
C  -1.6729  -0.4282  -5.0207  0.000
C  -2.4062  0.9182  -5.1608  0.000
C  -2.6500  1.6388  -3.8330  0.000
N  -3.2651  0.7340  -2.8535  0.002
H  -3.4628  -2.0550  -2.4874  0.000
H  -1.7026  -2.1986  -2.4823  0.000
H  -3.5682  -1.4204  -4.7632  0.000
H  -2.2041  -2.5173  -4.7842  0.000
H  -1.3426  -0.7452  -6.0120  0.000
H  -0.7702  -0.2907  -4.4174  0.000
H  -3.3701  0.7420  -5.6554  0.000
H  -1.8274  1.5823  -5.8085  0.000
H  -3.2890  2.5125  -3.9698  0.000
H  -1.7058  1.9797  -3.4088  0.000
H  -4.1002  0.2884  -3.2115  0.000
C  -1.3724  -3.3528  0.7107  0.000
Si  -0.0363  -2.9330  1.9225  0.004
C  0.5188  -4.4595  2.8634  0.001
C  -0.5341  -1.7080  3.2554  0.001
C  -1.8305  -1.6834  3.7676  0.000
C  -2.1597  -0.8768  4.8482  0.000
C  -1.1972  -0.0653  5.4300  0.000
C  0.0952  -0.0636  4.9244  0.000
C  0.4195  -0.8823  3.8529  0.000
H  -2.2519  -3.7588  1.2140  0.000
H  -0.9950  -4.0992  0.0091  0.000
H  -1.6878  -2.4651  0.1598  0.000
H  -0.2715  -4.8325  3.5187  0.000
H  1.3815  -4.2095  3.4832  0.000
H  0.8089  -5.2486  2.1690  0.000
H  -2.6001  -2.2967  3.3126  0.000
H  -3.1738  -0.8715  5.2301  0.000
H  -1.4538  0.5644  6.2730  0.000
H  0.8487  0.5800  5.3616  0.000
H  1.4307  -0.8657  3.4626  0.000
C  3.4885  1.5056  0.4740  -0.001
C  2.2710  1.6923  1.3291  0.003
O  1.2834  0.9684  1.1967  0.030
C  2.2302  2.7439  2.3888  0.001
C  3.3345  3.5405  2.6781  0.000
C  3.2712  4.4667  3.7086  0.000
C  2.1035  4.5991  4.4469  0.000
C  0.9947  3.8125  4.1531  0.000
C  1.0565  2.8849  3.1283  0.000
H  3.2701  0.7594  -0.2868  0.000
H  4.3233  1.1706  1.0940  0.000
H  3.7676  2.4429  -0.0089  0.000
H  4.2436  3.4403  2.1004  0.000
H  4.1312  5.0841  3.9340  0.000
H  2.0564  5.3196  5.2538  0.000
H  0.0837  3.9189  4.7278  0.000
H  0.2119  2.2524  2.8860  0.000

- Multiplicity: 5
- Frontier orbital gap (spin up / spin down): 4.1 / 4.2 eV
- Total charge: -1

The following is a DFT calculation (wB97M-V/def2-TZVPD) of a molecular structure, C5H6O2 at a distorted geometry.

Each line ends with the natural charge from an NBO analysis.
Positions of all 13 atoms, in Å:
O  0.6091  1.5680  -1.0052  -0.493
C  0.1435  0.5050  -0.2053  0.118
C  1.3839  -0.3762  0.0264  -0.086
O  1.4608  -0.6442  -1.3987  -0.500
C  0.3953  0.2168  -1.6082  0.323
C  -1.4046  -0.4223  1.4341  -0.373
C  -1.0975  0.5481  0.5784  -0.206
H  1.2204  -1.2926  0.5937  0.187
H  2.2863  0.1582  0.3303  0.203
H  -0.0889  0.1322  -2.5794  0.203
H  -0.7184  -1.2425  1.6335  0.191
H  -2.3545  -0.4546  1.9531  0.207
H  -1.7796  1.3687  0.3645  0.224

- Frontier orbital gap: 10.3 eV

The following is a DFT calculation (wB97M-V/def2-TZVPD) of a molecular structure, C23H59N2O8Y at a distorted geometry.

Each line ends with the Löwdin charge.
Positions of all 93 atoms, in Å:
Y  0.5783  2.5770  -4.3224  2.074
C  0.3950  -0.8909  -1.2668  -0.053
C  1.2199  0.3536  -1.4035  -0.350
O  0.9741  1.0615  -2.5884  -0.420
H  0.4359  -1.5323  -0.3885  0.087
H  0.2978  -1.4974  -2.1573  0.040
H  -0.6648  -0.5943  -1.1794  0.061
H  2.3109  0.2334  -1.3659  0.121
H  1.0225  0.9258  -0.4870  0.087
O  -0.1869  3.4551  -0.2551  -0.059
H  0.6904  3.7962  -0.4548  0.007
H  -0.0367  2.8359  0.4685  0.032
O  -2.1799  1.7845  -0.9153  -0.057
H  -2.9890  1.2796  -1.1031  0.016
H  -1.4684  1.1396  -0.9835  -0.017
O  3.3074  -0.4262  -3.9666  -0.054
H  3.9188  -0.8377  -3.3435  0.056
H  2.6700  0.0386  -3.4133  -0.046
O  -0.2830  -1.9843  -4.8792  -0.062
H  -0.4531  -2.8516  -5.2671  0.058
H  -0.0072  -2.1756  -3.9810  -0.017
C  -5.1504  -3.0471  0.3852  -0.003
C  -3.8487  -2.3307  -0.0721  -0.501
C  -2.8384  -3.3736  -0.5215  -0.145
C  -3.2545  -3.9035  -1.9099  -0.162
C  -3.2975  -2.7649  -2.9142  -0.140
C  -4.2054  -1.6000  -2.5333  -0.478
N  -4.0028  -1.3046  -1.0880  -0.097
O  -4.6029  -0.1265  -0.6241  0.002
C  -3.7236  -0.3730  -3.2621  -0.051
C  -5.6804  -1.9579  -2.8290  0.002
C  -3.1571  -1.6603  1.1547  -0.018
H  -4.9575  -3.9482  0.9617  0.097
H  -5.7271  -3.4298  -0.4637  0.071
H  -5.8286  -2.3080  0.8138  0.089
H  -1.8249  -2.9572  -0.5280  0.095
H  -2.7482  -4.2191  0.1611  0.127
H  -4.2146  -4.3952  -1.7356  0.111
H  -2.6131  -4.6669  -2.3555  0.116
H  -3.6274  -3.2032  -3.8589  0.133
H  -2.2400  -2.5045  -3.0165  0.097
H  -2.7491  -0.0500  -2.8844  0.056
H  -3.5681  -0.5157  -4.3354  0.091
H  -4.2996  0.5548  -3.1962  0.090
H  -5.9604  -1.4983  -3.7851  0.090
H  -5.8496  -2.9963  -3.1182  0.091
H  -6.3837  -1.5932  -2.0852  0.082
H  -2.1540  -1.3406  0.8767  0.066
H  -3.0860  -2.4160  1.9417  0.094
H  -3.6961  -0.8471  1.6381  0.085
H  -5.5508  -0.3448  -0.5993  0.112
C  1.8133  4.2078  4.8655  -0.026
C  2.8268  4.7876  3.8867  -0.502
C  4.2068  4.3587  4.3631  -0.140
C  4.5640  2.8877  4.1161  -0.163
C  4.3737  2.5829  2.6266  -0.132
C  2.9100  2.8605  2.1486  -0.459
N  2.5811  4.2331  2.5314  -0.073
O  1.3142  4.6136  2.0275  0.004
C  2.9625  2.7054  0.6247  -0.049
C  1.9588  1.7847  2.7682  0.011
C  2.8191  6.3170  3.7868  -0.014
H  1.8886  3.1703  5.1829  0.081
H  0.7954  4.2869  4.4711  0.089
H  1.8249  4.8227  5.7697  0.099
H  4.9978  4.9196  3.8531  0.125
H  4.4024  4.5748  5.4145  0.133
H  3.9630  2.1765  4.6911  0.105
H  5.5491  2.7301  4.5565  0.120
H  4.6641  1.5690  2.3455  0.120
H  5.0406  3.1858  2.0018  0.121
H  1.9925  2.4719  0.1808  0.013
H  3.3451  3.5592  0.0540  0.095
H  3.6529  1.9358  0.2697  0.090
H  2.3926  0.9912  3.3745  0.092
H  1.2027  2.2787  3.3715  0.070
H  1.4588  1.2684  1.9432  0.062
H  1.8558  6.7311  3.4805  0.084
H  3.5114  6.6266  3.0048  0.091
H  3.0361  6.7076  4.7787  0.098
H  1.5950  5.3365  1.4480  0.117
C  1.4532  -4.0639  -2.1522  -0.064
C  2.0860  -4.8167  -0.9915  -0.467
C  2.4288  -3.9232  0.2062  -0.045
O  1.2503  -5.8571  -0.4653  -0.042
H  1.6921  -4.6253  -3.0546  0.087
H  1.7879  -3.0329  -2.2552  0.052
H  0.3619  -4.0196  -2.0291  0.071
H  2.8687  -5.3653  -1.5171  0.140
H  3.2331  -3.1919  0.0976  0.076
H  2.6874  -4.5686  1.0427  0.086
H  1.5234  -3.3593  0.4513  0.061
H  0.4160  -5.4270  -0.2341  0.080

- Frontier orbital gap: 1.9 eV
- Total charge: +2

The following is a DFT calculation (wB97M-V/def2-TZVPD) of a molecular structure, C9H4AuCl2GdN2O3 at a distorted geometry.

Each line ends with the Löwdin spin population.
Positions of all 22 atoms, in Å:
Gd  -1.1658  -0.2230  -3.7264  6.799
Au  1.6734  1.5923  0.6308  0.005
Cl  -0.4018  -1.9707  -2.1977  0.235
Cl  -1.4471  2.4690  -2.1183  0.969
C  3.0497  2.6854  -0.0976  0.001
C  0.4343  -1.0516  -5.3032  -0.012
C  0.6711  1.2798  -4.2731  -0.005
O  3.8792  3.3685  -0.4966  0.000
O  1.3157  -1.4294  -5.9559  0.003
O  1.5901  1.8820  -4.6232  0.006
N  0.2722  -3.7745  3.7876  0.389
C  -0.0418  -2.7522  3.3140  0.117
C  -0.4223  -1.4957  2.7233  0.132
C  -1.7441  -1.0356  2.7771  0.031
C  -2.0667  0.1658  2.1553  0.003
C  -1.0833  0.8596  1.4584  0.147
N  0.1984  0.4427  1.4729  0.015
C  0.5436  -0.7197  2.0791  0.160
H  -2.4924  -1.6283  3.3049  0.000
H  -3.0760  0.5810  2.1765  -0.001
H  -1.2913  1.7625  0.8830  0.004
H  1.6048  -1.0077  2.0291  0.003

- Multiplicity: 10
- Frontier orbital gap (spin up / spin down): 8.7 / 5.6 eV
- Total charge: +4